The following is a DFT calculation (ωB97M-V with the def2-TZVPD basis set) of a gas-phase ion, C2H11N2Si (charge +1).

The geometry in XYZ format:
```
16
Properties=species:S:1:pos:R:3:forces:R:3:mulliken_charge:R:1
N 1.452 0.649 -0.662 -2.4046 1.0468 -0.9021 -0.538
C -0.810 -0.114 -0.200 1.2909 0.2733 2.8551 -0.333
H 0.376 -2.638 0.514 0.3790 -1.1601 -1.0084 -0.050
H -1.381 1.869 0.508 -0.5281 1.4139 0.1438 0.303
H -1.870 -0.285 -0.482 0.6117 1.1216 -0.0350 0.487
N -0.522 1.427 0.724 -1.1613 -3.9181 0.2650 -0.445
C 0.224 0.098 -1.250 -1.1591 2.4604 0.9034 -0.810
H 0.377 -0.832 -1.640 0.4286 -2.4367 -1.8599 0.484
H -0.296 1.305 1.725 -0.8936 -0.0643 -0.5120 0.339
H 0.365 1.661 0.303 0.7178 0.8026 -1.0276 0.411
H 1.706 -0.134 -0.181 2.2465 -2.1678 2.1117 0.176
H 2.050 0.761 -1.431 1.4855 0.4079 -0.9104 0.252
Si -0.425 -1.605 1.031 -2.2400 1.5510 0.3267 0.466
H -0.175 0.804 -1.928 -0.1372 0.5181 -1.3596 0.421
H -1.859 -1.821 1.474 0.8976 -0.4251 0.0016 -0.062
H 0.409 -1.054 2.043 0.4665 0.5764 1.0078 -0.101
```
Positions in Å, forces in eV/Å.

Values from the calculation:
Energy above the lowest of the compared OMol25 structures with the same formula, charge and spin ... 162.3 kJ/mol
HOMO-LUMO gap ... 11.6 eV
HOMO level ... -15.261 eV
Net charge ... +1

The following is a DFT calculation (ωB97M-V with the def2-TZVPD basis set) of a molecular structure, C9H10N2OS.

The geometry in XYZ format:
```
23
Properties=species:S:1:pos:R:3:forces:R:3:mulliken_charge:R:1
H -2.402 -2.349 0.094 -1.0296 1.8316 -0.8390 0.258
H 2.206 -2.477 -0.052 -0.6525 -0.1067 0.5448 0.369
C -0.937 0.584 -0.204 0.5433 3.7151 -0.6924 0.320
H 0.472 2.086 -1.139 -0.7161 -2.5485 1.1720 0.261
H -4.148 1.827 0.380 -0.7972 -0.6875 -0.1989 0.376
N 0.441 1.087 -0.684 -0.2982 2.8257 0.5523 -0.172
S 0.132 -1.746 -0.973 -0.8011 -0.8079 0.1512 -0.109
H 3.055 -0.575 -0.974 -1.8113 -0.0302 2.0412 0.217
H -1.850 2.619 -0.016 -0.4165 -2.3875 -0.0508 0.230
C -2.447 -1.208 -0.103 -2.5168 -3.3380 2.1755 -0.402
H 3.211 1.145 1.621 1.0233 -4.9605 -2.0348 0.320
H 0.966 -1.747 1.236 1.7967 0.0780 -1.8049 0.293
C 2.384 -0.391 0.009 2.5210 -1.9907 -0.7605 0.506
C -1.193 -0.757 -0.213 2.7433 0.0043 -1.7424 0.455
C 1.831 0.881 -0.402 -0.4156 2.5520 -4.0602 -0.094
H -4.595 -0.620 0.420 -1.1111 -2.0008 0.0993 0.381
C 1.516 -1.658 0.195 -1.1269 0.9457 1.7934 -0.629
C -3.523 0.986 0.116 7.0527 0.4075 -0.0701 -0.578
N 3.400 -0.232 1.125 2.7974 4.0476 -1.5453 -0.694
C -3.608 -0.405 0.146 1.1037 2.1198 -0.3496 -0.539
C -2.052 1.463 -0.022 -0.8460 1.1011 -0.1363 -0.492
O 2.667 1.669 -0.963 -2.9423 -1.2432 2.2905 -0.643
H 4.475 -0.181 0.402 -4.1003 0.4731 3.4649 0.367
```
Positions in Å, forces in eV/Å.

Values from the calculation:
Energy above the lowest of the compared OMol25 structures with the same formula, charge and spin ... 597.6 kJ/mol
HOMO-LUMO gap ... 9.0 eV
HOMO level ... -8.891 eV

The following is a DFT calculation (ωB97M-V with the def2-TZVPD basis set) of 2 unconnected molecules or ions with the total composition C8H18I2N.

The geometry in XYZ format:
```
29
Properties=species:S:1:pos:R:3:forces:R:3:mulliken_charge:R:1
H 0.490 -2.132 2.606 -0.6917 1.6430 -0.1315 0.450
H -2.569 2.427 0.215 -0.0701 -1.6304 0.4912 0.444
H -1.950 1.865 -2.105 -1.6095 0.9989 -0.9056 0.559
C 2.011 -0.394 -1.617 2.5254 1.7456 1.0576 -1.522
H -0.416 2.663 -1.611 -0.0566 -0.0651 -0.3755 0.345
H -2.006 0.205 -0.771 1.8720 0.2062 0.3468 0.380
H -0.197 -2.644 -0.169 0.7806 0.1317 0.4536 0.191
H 2.115 0.784 -1.673 -0.2582 -2.4889 -0.6608 0.327
I -2.100 -1.996 2.187 -0.0433 -0.0396 -0.1357 0.072
H 0.631 1.303 1.397 0.6234 -0.1807 -1.0871 0.288
H -1.728 1.184 1.519 -0.6162 1.5694 -1.4349 0.116
I -0.108 0.135 4.046 0.5900 1.1783 -1.1077 0.275
H 1.672 -2.153 0.270 -2.1566 -0.4879 -0.8276 0.230
H 1.946 0.415 0.589 -0.1315 -0.0507 0.4340 0.298
H -0.059 -0.896 -2.024 0.4245 -0.1070 0.5096 0.438
H 1.164 -2.896 -1.250 0.1916 -0.5108 -0.6337 0.550
C 0.785 -2.252 -0.486 0.7861 1.4801 0.8622 -1.283
C 0.635 -0.848 -1.160 0.1159 0.5370 0.2665 0.529
H -0.486 1.105 -2.637 -0.2585 1.0519 0.7614 0.356
C -0.084 -1.187 2.236 0.1377 -1.7992 0.3723 -0.980
C -1.134 0.917 -0.531 -2.3992 -0.3362 -0.4643 0.614
H -0.352 -0.930 5.104 -0.4309 -1.4231 1.8731 0.185
H 2.916 -0.679 -0.913 -1.9623 0.2933 -0.9094 0.373
C -0.956 1.741 -1.830 1.7709 -1.6585 -0.1928 -1.505
H 2.252 -0.931 -2.509 0.2971 0.2305 -0.8797 0.447
C -1.689 1.813 0.542 0.7506 1.1054 1.3929 -1.574
N 0.997 0.766 0.593 -1.0162 0.6143 -0.2501 0.070
H -1.057 2.732 0.637 0.4024 -0.8910 0.5592 0.413
C 0.158 0.288 -0.280 0.4327 -1.1169 0.6160 -0.086
```
Positions in Å, forces in eV/Å.

Values from the calculation:
Energy above the lowest of the compared OMol25 structures with the same formula, charge and spin ... 250.9 kJ/mol
HOMO-LUMO gap ... 7.7 eV
HOMO level ... -11.349 eV
Net charge ... +1

The following is a DFT calculation (ωB97M-V with the def2-TZVPD basis set) of a molecular structure, CsH2O.

The geometry in XYZ format:
```
4
Properties=species:S:1:pos:R:3:forces:R:3:mulliken_charge:R:1
H 0.126 -0.604 0.148 2.3279 -1.3187 -1.4394 0.301
O 0.246 -0.116 -0.667 1.3020 -0.5113 -1.4465 -0.670
Cs -1.396 0.300 1.034 -4.4143 1.7051 3.2751 0.988
H 1.024 0.420 -0.514 0.7844 0.1249 -0.3892 0.381
```
Positions in Å, forces in eV/Å.

Values from the calculation:
Energy above the lowest of the compared OMol25 structures with the same formula, charge and spin ... 200.1 kJ/mol
HOMO-LUMO gap ... 12.7 eV
HOMO level ... -16.972 eV
Net charge ... +1